Molecular formula: C21H26N2O6S2
Method: DFT, ωB97M-V/def2-TZVPD

```
57
C21H26N2O6S2 (ωB97M-V/def2-TZVPD)
C 0.5183 -5.3466 3.0918
C 1.6438 -4.3303 3.2147
O 1.4662 -3.2425 2.3019
C 0.6631 -2.2463 2.6828
O 0.1014 -2.2087 3.7473
C 0.5873 -1.1919 1.5934
C -0.8626 -0.9616 1.1442
C -1.6689 -0.2302 2.2203
N -1.0153 1.0106 2.5655
C -1.4430 2.2598 2.3213
O -0.8116 3.2482 2.6562
C -2.7984 2.4248 1.6190
O -2.9643 1.6610 0.4442
C -2.1313 1.8983 -0.6141
C -2.3207 1.0818 -1.7303
C -1.5388 1.2282 -2.8543
C -0.5317 2.1942 -2.8976
N 0.2526 2.3235 -4.0533
C 1.1614 3.4387 -4.1768
S 0.7153 0.9058 -4.8234
O -0.4128 0.2519 -5.4082
O 1.8249 1.2170 -5.6698
C 1.2814 -0.1130 -3.4816
C 0.8100 -1.3275 -3.0918
C 1.5195 -1.8475 -1.9876
C 2.5058 -1.0116 -1.5652
S 2.5906 0.4238 -2.5078
C -0.3463 3.0055 -1.7830
C -1.1372 2.8654 -0.6536
C 0.3085 0.8053 3.1180
C 1.1986 0.1334 2.0741
H 0.7135 -6.1866 3.7518
H 0.4461 -5.7078 2.0688
H -0.4273 -4.8903 3.3743
H 1.6855 -3.9323 4.2336
H 2.6056 -4.7713 2.9460
H 1.1690 -1.5699 0.7487
H -1.3424 -1.9151 0.9182
H -0.8491 -0.3624 0.2307
H -2.6808 -0.0513 1.8645
H -1.7104 -0.8497 3.1226
H -3.5988 2.1005 2.2914
H -2.9273 3.4952 1.4162
H -3.1023 0.3393 -1.6982
H -1.7085 0.6048 -3.7150
H 1.9525 3.4187 -3.4194
H 1.6188 3.3676 -5.1599
H 0.6022 4.3710 -4.1016
H -0.0053 -1.8170 -3.5902
H 1.3070 -2.8007 -1.5383
H 3.1984 -1.1560 -0.7597
H 0.4162 3.7665 -1.7757
H -0.9547 3.5178 0.1845
H 0.7100 1.7800 3.3992
H 0.2256 0.1728 4.0061
H 2.1907 -0.0389 2.4939
H 1.3001 0.7959 1.2112
```

Values from the calculation:
calculated total energy	-2173.1558	hartree
charge	0
HOMO level	-8.26	eV
energy above the lowest of the compared OMol25 structures with the same formula, charge and spin	18.1	kJ/mol
lowest unoccupied orbital energy	0.0108	hartree